# 1
Density functional theory data (ωB97M-V with the def2-TZVPD basis set) for a structure of composition C17H24CuN6O5PS at a distorted geometry.

For the HOMO energy, the calculation gives -7.4708 eV. The total energy is -101961.582 eV. The net charge is 0. For the energy relative to the best compared isomer or geometry (same formula, charge and spin), the calculation gives 22.73 kcal/mol.

Geometry (Å):
Cu: 0.42359 -0.11164 -0.02971
N: -1.01473 5.10257 -4.89787
C: -1.21249 4.41778 -3.71941
C: -2.49239 3.96955 -3.37746
C: -2.70677 3.33196 -2.17430
C: -1.64755 3.12099 -1.31238
C: -0.37406 3.55160 -1.63093
C: -0.15575 4.20681 -2.82742
S: -1.89376 2.06959 0.10307
O: -3.28219 2.02604 0.45887
O: -0.99739 2.50140 1.16506
N: -1.30215 0.63258 -0.39643
C: -1.89134 -0.02832 -1.39136
N: -1.30915 -1.19960 -1.73273
C: -1.91021 -1.91955 -2.65548
C: -3.07215 -1.51047 -3.29568
C: -3.53739 -0.25314 -2.93954
N: -2.97184 0.47700 -2.00179
H: -1.72708 4.98995 -5.60053
H: -0.07262 5.15706 -5.24790
H: -3.31318 4.12311 -4.06526
H: -3.67785 2.96727 -1.88554
H: 0.43802 3.36199 -0.94333
H: 0.83289 4.55875 -3.08791
H: -1.43448 -2.86425 -2.89785
H: -3.55900 -2.11379 -4.04108
H: -4.39635 0.19300 -3.43074
C: 4.12119 -3.37296 -2.01362
N: 3.22415 -2.83056 -1.03254
C: 3.23144 -3.08898 0.30604
C: 2.21842 -2.35377 0.84984
N: 1.59595 -1.66228 -0.14158
C: 2.21666 -1.97002 -1.25679
H: 5.11725 -3.47405 -1.58139
H: 4.17019 -2.70566 -2.87402
H: 3.78920 -4.35802 -2.35260
H: 3.93112 -3.76926 0.74446
H: 1.90392 -2.28397 1.87066
H: 1.95754 -1.60696 -2.23006
C: 1.42111 4.16953 1.97891
O: 1.57396 2.83722 2.41300
P: 1.34995 1.56892 1.38838
O: 2.90882 1.09543 1.16303
C: 3.82438 0.96140 2.23294
O: 1.03280 0.50183 2.56878
C: -0.26726 0.35621 3.10425
H: 1.53511 4.80536 2.85740
H: 0.42612 4.29734 1.55425
H: 2.18483 4.44034 1.24284
H: 4.81285 1.22995 1.85504
H: 3.83212 -0.06964 2.59046
H: 3.54965 1.61612 3.06000
H: -0.29121 -0.61876 3.59173
H: -1.02775 0.40525 2.32479
H: -0.46405 1.14585 3.82944

***

# 2
Density functional theory data (ωB97M-V with the def2-TZVPD basis set) for a cluster of 6 separate species, C28H56O15 in total at a distorted geometry.

For the HOMO energy, the calculation gives -9.4872 eV. Its structure (SMILES) is COCCCOC(=O)OC[C@@H](C)O.CCOC(C)=O.CCOC(C)=O.CCOC(C)=O.CCOC(C)=O.CCOC(C)=O. The total energy is -60653.525 eV. The net charge is 0. For the energy relative to the best compared isomer or geometry (same formula, charge and spin), the calculation gives 55.67 kcal/mol.

Geometry (Å):
C: -4.26256 6.05793 -0.49098
O: -5.08234 6.65972 0.55290
C: -5.44179 5.64217 1.54400
C: -4.28975 5.46321 2.66945
C: -4.82761 4.71629 3.99957
O: -5.71564 3.59617 3.72561
C: -5.02337 2.50098 3.15233
O: -4.54162 1.59742 3.88927
O: -4.85158 2.37480 1.72687
C: -3.43185 2.17535 1.47052
C: -3.03750 2.25945 -0.08857
C: -1.44235 2.58530 -0.11006
O: -3.25055 0.99670 -0.78907
H: -3.54817 6.83569 -0.93398
H: -3.61949 5.20117 -0.05530
H: -4.87704 5.61456 -1.34525
H: -6.35575 6.05985 2.11724
H: -5.77470 4.65858 1.07302
H: -3.31810 5.02741 2.26074
H: -4.04095 6.54002 3.00962
H: -3.95881 4.45401 4.70301
H: -5.46521 5.49982 4.56046
H: -2.82113 2.98506 2.00091
H: -3.03852 1.16133 1.84412
H: -3.54108 3.12758 -0.63735
H: -1.33436 3.71833 -0.03877
H: -1.02326 2.12482 0.84701
H: -0.91409 2.16473 -1.02583
H: -4.18569 1.00568 -1.08565
O: -2.67442 7.51941 4.80537
C: -2.20427 8.53726 4.35171
O: -2.78551 9.13614 3.29550
C: -2.44043 10.44338 2.81162
C: -1.27784 10.37286 1.84227
C: -0.91855 9.10348 4.88821
H: -2.25644 11.13311 3.63908
H: -3.32185 10.82014 2.28900
H: -0.37589 9.98868 2.32285
H: -1.05764 11.36180 1.43363
H: -1.51076 9.69446 1.01752
H: -0.07719 8.60832 4.40090
H: -0.87857 8.90561 5.96130
H: -0.82884 10.18222 4.77392
O: 2.18029 3.88702 -3.03018
C: 2.00264 2.80581 -3.54319
O: 1.24262 1.88189 -2.92725
C: 0.79884 0.65739 -3.53628
C: 1.84060 -0.43201 -3.38704
C: 2.69611 2.43364 -4.82500
H: 0.50641 0.81964 -4.57707
H: -0.10834 0.36113 -3.00546
H: 2.77225 -0.17176 -3.89493
H: 1.47314 -1.37411 -3.79997
H: 2.08517 -0.58111 -2.33377
H: 3.69443 2.05723 -4.59691
H: 2.78320 3.33147 -5.44047
H: 2.15467 1.70445 -5.42489
O: 0.68740 -1.58875 -0.68969
C: 1.13576 -1.27893 0.39051
O: 1.00423 -0.01489 0.83726
C: 1.30680 0.41026 2.17443
C: 2.77560 0.75565 2.31360
C: 1.92589 -2.25891 1.21246
H: 0.97828 -0.33126 2.90681
H: 0.70851 1.30583 2.35533
H: 3.41207 -0.11191 2.12862
H: 2.98831 1.13337 3.31652
H: 3.05820 1.51763 1.58251
H: 2.96586 -2.24912 0.88271
H: 1.50928 -3.25487 1.05247
H: 1.87658 -2.07738 2.28473
O: 3.62394 -5.08123 0.68089
C: 3.10272 -5.87474 -0.07062
O: 3.22111 -5.72363 -1.40035
C: 2.82374 -6.71229 -2.36760
C: 1.35447 -6.57200 -2.70974
C: 2.23743 -6.98666 0.45566
H: 3.08228 -7.71631 -2.03209
H: 3.42028 -6.52566 -3.26258
H: 0.72004 -6.74001 -1.83678
H: 1.07163 -7.28612 -3.48575
H: 1.14122 -5.56049 -3.06601
H: 1.22482 -6.61084 0.61107
H: 2.64822 -7.31705 1.41211
H: 2.21075 -7.86659 -0.18489
O: 2.76082 -9.31346 -3.54986
C: 2.99991 -10.44966 -3.21013
O: 3.58352 -10.68946 -2.02049
C: 3.72068 -11.99255 -1.43140
C: 4.97454 -12.68287 -1.92882
C: 2.74198 -11.60595 -4.13611
H: 2.82057 -12.59184 -1.58860
H: 3.80002 -11.83587 -0.35381
H: 4.94160 -12.84878 -3.00741
H: 5.10371 -13.64822 -1.43410
H: 5.85367 -12.06453 -1.73023
H: 3.59451 -11.72616 -4.80639
H: 1.85115 -11.38038 -4.72583
H: 2.53889 -12.54510 -3.62475

***

# 3
Density functional theory data (ωB97M-V with the def2-TZVPD basis set) for a structure of composition C17H19As2NO5W.

For the HOMO energy, the calculation gives -22.2966 eV. The total energy is -153119.749 eV. The net charge is +4. For the energy relative to the best compared isomer or geometry (same formula, charge and spin), the calculation gives 51.08 kcal/mol.

Geometry (Å):
W: -0.34312 -1.10676 0.16895
O: 5.63276 0.13043 -0.65008
C: 4.38686 -0.10461 -0.41476
C: 3.89804 -0.82973 0.71799
C: 2.54697 -0.88752 0.82519
N: 1.69432 -0.36480 -0.07164
C: 2.14686 0.14876 -1.22376
C: 3.47799 0.33989 -1.43288
C: 1.03535 0.29989 -2.19248
O: 0.89215 0.74575 -3.24310
O: -0.19870 -0.33837 -1.48965
C: 1.43508 -1.64028 1.52684
O: 0.93891 -2.62999 0.83247
O: 0.57195 -0.94342 2.13125
H: 6.27266 -0.17664 0.01836
H: 4.56435 -1.29482 1.43416
H: 3.86981 0.76837 -2.34898
C: -4.45892 -0.01113 -0.66294
As: -2.71509 -0.41434 0.06850
C: -1.72080 1.19135 0.61309
C: -2.36141 -1.57009 1.57262
C: -2.52007 -1.16481 2.91862
C: -2.48057 -2.11024 3.92458
C: -2.25443 -3.45494 3.61298
C: -2.03920 -3.87070 2.29441
C: -2.13821 -2.95018 1.26560
As: -1.56506 -3.32772 -0.54733
C: -0.51218 -4.92548 -0.62004
C: -2.91048 -3.32972 -1.92989
H: -5.00376 0.51265 0.12595
H: -4.94529 -0.94966 -0.92532
H: -4.29498 0.62287 -1.53600
H: -2.18916 1.54353 1.53727
H: -1.81900 1.90771 -0.20403
H: -0.64194 1.15011 0.88242
H: -2.70899 -0.12787 3.17097
H: -2.63244 -1.81075 4.95470
H: -2.23322 -4.19175 4.40870
H: -1.82262 -4.91394 2.09688
H: -1.21114 -5.74999 -0.45038
H: 0.27119 -4.91011 0.13163
H: -0.09428 -5.00718 -1.62392
H: -3.84252 -3.68210 -1.48368
H: -2.57801 -4.04146 -2.68780
H: -3.01907 -2.34991 -2.38810

***

Which value of energy relative to the best compared isomer or geometry (same formula, charge and spin) does entry 3 give? 51.08 kcal/mol